No. 1
{"formula": "C3HBrClNO4", "method": "ωB97M-V with the def2-TZVPD basis set", "elements": ["O", "Cl", "H", "C", "N", "C", "Br", "O", "O", "C", "O"], "xyz": [[-1.1828, 1.2381, -1.3620], [0.9304, -0.5004, 2.7508], [-0.5333, 1.1663, -2.1478], [-0.1879, -1.7473, -0.9312], [-0.2939, -2.9804, -1.3817], [-0.6405, 0.4418, -0.2248], [-2.0771, -0.5785, 0.7730], [2.4169, 1.1308, 1.1162], [-0.0182, 1.4416, 0.7044], [1.1297, 0.7983, 1.4116], [0.4568, -0.4104, -0.7085]], "forces_ev_per_a": [[2.1, -2.3, 1.6], [-0.3, 2.2, -2.2], [-1.2, 0.0, 2.0], [2.1, -7.3, -4.0], [0.8, 11.3, 4.2], [0.3, 2.7, -1.3], [1.1, 1.1, -1.1], [-9.8, -2.1, 2.1], [2.0, -3.9, 0.4], [7.3, 2.1, -1.9], [-4.4, -3.7, 0.2]], "lowdin_charge": [-0.02, 0.60, 0.16, -0.22, 0.15, -0.75, 0.81, -0.03, -0.07, -0.55, -0.07], "smiles": "N#CO[C@@](O)(Br)OC(=O)Cl", "homo_ev": -11.33, "gap_ev": 10.230, "de_lowest_kj_mol": 449.8, "total_energy_ev": -95365.7739, "e_lumo_ev": -1.10}

No. 2
{"formula": "C16H21NO2", "method": "ωB97M-V with the def2-TZVPD basis set", "elements": ["H", "H", "C", "H", "C", "C", "H", "H", "C", "C", "C", "C", "H", "H", "H", "C", "H", "O", "H", "C", "O", "H", "C", "C", "C", "H", "H", "H", "H", "H", "N", "C", "C", "C", "H", "C", "H", "H", "H", "H"], "xyz": [[-3.1416, -1.1398, -4.9460], [-2.4731, -0.4948, 4.7196], [-0.8667, -0.7357, 3.3281], [-1.2509, -1.6865, 2.9784], [-1.5695, -0.0524, 4.3211], [0.1734, -1.0985, 0.4016], [-0.4209, -2.0144, 0.4346], [-0.5694, 1.2213, -3.7687], [-2.2697, -0.9713, -4.3146], [-1.1057, -0.3804, -5.1185], [-0.0768, 0.4075, -4.3089], [1.0295, -0.9856, 1.6807], [-0.1748, -2.0341, -2.3447], [-1.5252, 0.2934, -5.8708], [1.5869, -0.0959, -0.8438], [0.3123, -0.2387, 2.7749], [1.6668, -1.8754, -0.9379], [0.3505, 3.9424, 5.0037], [-0.6036, -1.1748, -5.6772], [0.1093, -1.0003, -2.1296], [2.6352, 1.7722, 1.9754], [-0.8175, -0.4618, -1.9224], [-1.1277, 1.1733, 4.7968], [0.9966, -1.0144, -0.8784], [0.7604, 0.9727, 3.2864], [-0.5404, -0.2691, 0.4001], [-1.6663, 1.7317, 5.5493], [1.2935, -1.2014, -3.9458], [1.6097, 0.2440, -3.0179], [0.5933, 0.8851, -5.0308], [2.1528, 2.7645, 4.0469], [0.8066, -0.4120, -3.3671], [0.7825, 2.9249, 4.5576], [1.9686, 1.7859, 2.9664], [1.9595, -0.4701, 1.4516], [0.0490, 1.6577, 4.2673], [2.6299, 2.2624, 4.7984], [1.2811, -1.9793, 2.0583], [-1.9980, -1.9364, -3.8847], [-2.5498, -0.3160, -3.4896]], "forces_ev_per_a": [[0.0, 0.0, 0.0], [0.0, 0.0, 0.0], [-0.1, 0.1, 0.2], [0.0, 0.0, 0.0], [0.0, -0.2, -0.2], [0.0, 0.2, 0.2], [0.0, 0.0, -0.1], [0.0, -0.1, 0.1], [0.3, -0.2, 0.0], [-0.3, 0.1, 0.0], [0.2, -0.2, -0.3], [-0.1, 0.0, 0.0], [-0.2, 0.0, 0.0], [0.1, 0.0, 0.0], [0.1, -0.1, 0.0], [0.1, 0.0, -0.2], [0.3, 0.2, 0.0], [0.1, -0.1, 0.4], [0.0, 0.0, 0.0], [0.2, -0.3, -0.1], [0.2, -0.2, 0.1], [0.0, 0.1, 0.0], [0.0, 0.2, 0.0], [-0.5, -0.1, -0.1], [-0.2, 0.0, 0.2], [0.0, 0.0, -0.1], [0.0, 0.0, 0.0], [0.0, 0.0, 0.0], [0.0, 0.0, 0.0], [0.0, 0.1, 0.0], [-0.8, -0.3, -0.2], [0.0, 0.2, 0.2], [0.1, 0.0, -0.2], [0.1, 0.1, 0.0], [0.0, 0.0, 0.0], [0.1, 0.0, -0.1], [0.5, 0.3, -0.1], [0.1, 0.0, -0.1], [0.0, 0.0, 0.1], [-0.1, 0.1, -0.1]], "lowdin_charge": [0.07, 0.11, -0.01, 0.12, -0.05, -0.20, 0.12, 0.11, -0.12, -0.26, -0.23, -0.13, 0.11, 0.10, 0.11, -0.15, 0.12, 0.15, 0.10, -0.22, 0.14, 0.10, 0.00, -0.21, -0.05, 0.12, 0.12, 0.11, 0.10, 0.10, 0.14, -0.21, -0.37, -0.36, 0.10, -0.10, 0.14, 0.12, 0.06, 0.07], "smiles": "CCCCCCCCc1cccc2c1C(=O)NC2=O", "homo_ev": -9.87, "gap_ev": 9.665, "de_lowest_kj_mol": 143.0, "total_energy_ev": -22517.9516, "e_lumo_ev": -0.21}

No. 3
{"formula": "C4H3FO5Y", "method": "ωB97M-V with the def2-TZVPD basis set", "elements": ["H", "O", "O", "C", "O", "F", "O", "C", "Y", "O", "C", "C", "H", "H"], "xyz": [[1.5491, 2.1003, -1.4565], [-2.5245, -3.2075, 4.8924], [-1.6211, -2.2499, 2.9922], [0.6940, 0.1981, -1.6058], [1.2085, 1.7395, -3.3910], [1.8370, -0.4469, -1.6753], [-0.1386, -0.1572, -0.7764], [-2.0648, -2.7201, 3.9671], [-0.4505, -1.3067, 1.2390], [1.8412, 3.8071, -2.8256], [1.6567, 2.6683, -2.5669], [0.2632, 0.7619, -2.9389], [0.2069, -0.0461, -3.6768], [-0.7149, 1.2468, -2.7889]], "forces_ev_per_a": [[0.6, 1.1, -0.8], [1.0, 1.0, -1.7], [2.2, 2.1, -3.8], [1.5, -0.9, -3.6], [-0.8, -2.0, -2.0], [-0.5, 0.6, 1.1], [-1.0, -1.6, 4.4], [-2.6, -2.7, 4.8], [-0.3, 0.7, -1.1], [0.5, -2.2, 1.0], [-1.5, 1.4, 1.6], [0.6, 2.9, 0.4], [0.2, 0.0, 0.1], [0.2, -0.3, -0.3]], "lowdin_charge": [0.19, 0.44, 0.02, -0.40, 0.05, 0.22, -0.06, -0.25, 2.47, 0.27, -0.29, -0.01, 0.19, 0.17], "homo_ev": [-20.21, -20.21], "gap_ev": [3.858, 3.855], "total_energy_ev": -18158.7196, "total_charge": 3, "e_lumo_ev": [-16.35, -16.35]}

No. 4
{"formula": "C6H10N3", "method": "ωB97M-V with the def2-TZVPD basis set", "elements": ["H", "H", "C", "C", "H", "C", "H", "H", "N", "H", "N", "H", "H", "C", "H", "N", "C", "C", "H"], "xyz": [[3.5238, 0.6081, -0.7283], [2.9636, -1.7153, -1.1487], [2.6080, 0.2924, -1.2337], [-0.1232, -1.1696, -1.6537], [-2.6231, -0.2185, -0.6767], [-1.8324, 0.5472, -0.7243], [-0.9588, -1.6342, -2.1649], [-1.2065, 0.2939, 4.0022], [-0.1728, 0.0797, 0.9256], [1.8626, 1.1401, -1.5556], [1.0288, -1.3049, -1.9560], [-2.0940, 1.3513, 0.0878], [-1.5139, 1.0297, -1.7603], [2.2505, -0.9871, -1.3549], [-2.0129, -0.3207, 2.5677], [-1.2060, 0.1632, 2.9957], [-0.6611, -0.2224, -0.2373], [-0.3779, 0.7151, 2.1086], [0.5454, 1.3518, 2.5068]], "forces_ev_per_a": [[-0.2, -0.2, -0.5], [0.6, -1.7, 0.3], [-1.6, 1.7, 0.1], [-1.7, 0.8, 3.6], [-0.3, 0.5, -1.0], [0.3, 2.0, 0.6], [-0.3, 0.5, -0.1], [0.2, 0.3, -0.4], [-0.6, 0.0, -0.5], [1.6, -1.7, 0.6], [2.7, -1.5, -1.0], [0.3, -1.2, -1.9], [-1.4, -1.1, 2.0], [-1.0, 3.1, -0.4], [0.7, 0.1, 0.8], [-1.1, 0.3, -1.2], [1.0, 1.0, 0.3], [3.1, -1.7, -0.1], [-2.4, -1.0, -1.0]], "lowdin_charge": [0.06, 0.09, 0.02, -0.04, 0.10, -0.06, 0.12, 0.14, 0.13, 0.10, 0.06, 0.12, 0.15, -0.19, 0.15, 0.16, -0.17, -0.13, 0.20], "smiles": "C=C/N=C\\C(C)=N\\C=[NH2+]", "homo_ev": -12.39, "gap_ev": 8.001, "de_lowest_kj_mol": 440.8, "total_energy_ev": -10843.6944, "total_charge": 1, "e_lumo_ev": -4.39}

No. 5
{"formula": "H4IO2", "method": "ωB97M-V with the def2-TZVPD basis set", "elements": ["H", "H", "I", "O", "H", "O", "H"], "xyz": [[-0.7140, 1.9900, -0.4551], [0.4978, -1.9202, 0.1432], [-0.9948, -0.0253, 1.3018], [-0.4269, 2.7525, -0.9980], [0.6658, -3.3949, 0.5003], [0.9719, -2.7364, -0.1293], [0.0001, 3.3343, -0.3629]], "forces_ev_per_a": [[0.1, 0.1, -0.1], [0.1, -0.3, -0.1], [0.0, 0.0, 0.0], [-0.1, 0.0, 0.0], [-0.1, 0.1, 0.0], [-0.1, 0.2, 0.0], [0.0, -0.1, 0.0]], "lowdin_charge": [-0.14, -0.14, -0.42, -0.15, 0.01, -0.15, 0.01], "homo_ev": -4.04, "gap_ev": 7.735, "de_lowest_kj_mol": 0.5, "total_energy_ev": -12263.6666, "total_charge": -1, "e_lumo_ev": 3.70}

No. 6
{"formula": "C56H44InN11O3S", "method": "ωB97M-V with the def2-TZVPD basis set", "elements": ["C", "C", "H", "C", "H", "H", "C", "C", "N", "C", "C", "S", "C", "H", "H", "H", "H", "C", "H", "C", "N", "C", "H", "N", "C", "C", "C", "C", "C", "C", "H", "C", "C", "H", "C", "H", "H", "C", "H", "C", "O", "H", "N", "C", "C", "N", "C", "C", "C", "H", "C", "H", "H", "C", "C", "H", "H", "H", "O", "C", "C", "H", "H", "H", "H", "C", "C", "C", "H", "N", "C", "H", "O", "H", "H", "H", "C", "N", "C", "C", "N", "H", "In", "H", "H", "C", "C", "H", "C", "C", "C", "C", "C", "H", "C", "C", "C", "C", "H", "C", "C", "H", "H", "H", "H", "H", "C", "C", "N", "C", "C", "N", "H", "N", "H", "H"], "xyz": [[2.5996, -3.4097, 2.8535], [-0.8218, 1.9154, 2.1588], [-4.6835, 7.5920, 6.6178], [-3.7040, 8.0639, 4.7833], [1.8911, 6.6437, 3.0987], [0.6130, -4.4054, -1.1310], [4.3918, 0.3303, 0.4026], [-3.6355, 2.3700, -5.3756], [-1.5819, -1.1883, 6.1791], [0.4226, -6.5925, 5.7994], [-1.9144, 6.5898, 4.2835], [0.5175, -0.0402, 5.0738], [-3.7523, 1.9904, -7.7454], [-4.8142, 3.5223, -6.7744], [5.4880, 0.2613, 0.2219], [3.1773, -5.4961, 2.6473], [-0.4610, 2.1907, 3.1502], [-0.7889, -1.2734, -1.4743], [-2.5569, 8.3156, 3.0934], [2.6267, 5.4621, 1.4477], [-2.2581, 1.7701, -2.8675], [-2.4297, 0.5197, -6.3508], [-0.4478, -8.7895, -11.6998], [2.7468, 0.5824, 2.0387], [3.7843, -1.7319, 1.7239], [-2.9080, 0.8620, -7.6063], [0.3263, -3.3882, -0.8816], [4.2775, -4.0277, 1.2882], [1.9152, 5.6154, 2.6426], [-1.6707, 1.0322, -1.8490], [-0.4401, -3.0136, -2.7779], [-2.2296, 0.9867, -3.8800], [-2.6763, 7.6673, 3.9492], [-1.3443, 3.9955, 1.7672], [-1.3119, -0.2171, -2.2580], [-6.0289, 2.9814, -8.5767], [4.6158, -0.0080, 2.5824], [2.7952, -6.1467, 6.2821], [3.5994, 4.0138, 0.1458], [1.0122, -8.3925, -10.1468], [1.0053, 5.4650, 5.4412], [3.5984, -4.4705, 5.3591], [0.6505, -2.6511, 3.9300], [-0.7188, 0.4705, 0.3168], [1.5925, -6.1478, -9.7602], [-1.7510, -0.2828, -3.6594], [0.3692, -5.6121, 4.8434], [2.6647, -5.0537, 5.4470], [-3.1822, 6.1503, 6.2381], [-0.8262, -6.3671, -12.1090], [-1.3689, 2.9332, 1.4034], [-1.0857, 6.3406, 3.5996], [-2.8172, 0.3331, -8.5626], [1.5456, -4.7879, 4.7260], [-1.3204, 1.4565, -0.5427], [-1.5262, -0.9341, -4.3298], [1.0506, -3.5424, 1.0714], [-2.2802, -1.8961, 6.3039], [3.9651, 1.7532, 0.5689], [-3.9082, 7.3157, 5.9211], [3.9213, -0.2619, 1.7526], [0.3544, 4.8578, 7.3484], [-1.4811, 3.8552, 6.3870], [-1.7440, -0.2436, 6.4241], [-5.5402, 3.0610, -10.2468], [-1.1286, 4.7261, 5.7924], [2.5406, 3.1350, 1.7502], [-2.1695, 5.7980, 5.4294], [1.7531, -7.6528, 7.1400], [1.8015, 3.2842, 2.8402], [1.7873, -7.4770, -9.4602], [-0.2391, 6.4349, 6.7734], [-4.0702, 2.3343, -9.0044], [3.0746, 6.3402, 0.9164], [1.1725, -9.4910, -10.0002], [2.4903, -7.7020, -8.7244], [0.1643, -8.0009, -11.1589], [-0.3621, -2.6482, 4.8858], [1.4741, 4.4606, 3.2996], [3.0576, 4.2014, 1.0596], [2.7772, -2.1632, 2.4626], [5.3545, -2.3379, 0.4760], [0.9009, -0.6163, 2.7312], [0.4086, -4.6268, -10.8648], [-0.4968, -7.2044, 5.9928], [-5.1764, 3.1388, -9.2278], [0.6031, 4.6081, 4.4571], [3.7980, -0.1502, -0.3611], [-2.6837, 1.3656, -5.2080], [-4.1486, 2.7255, -6.6166], [1.5049, -3.5690, 3.8881], [0.5962, -2.8203, 0.3692], [1.6975, -6.9685, 6.3773], [-0.4982, -5.2506, 4.3653], [-1.5863, 2.6924, 0.0971], [4.5667, -2.7115, 1.0652], [-0.5277, -1.4354, 5.3479], [-0.4146, -0.8223, -0.1906], [-2.0408, 3.5012, -0.5198], [-0.3389, -2.5748, -1.8350], [0.6439, -5.6809, -10.6444], [-3.8748, 2.9548, -4.4816], [3.7606, -6.2757, 6.7496], [-4.3107, 8.9278, 4.4867], [-1.8488, -0.4344, -6.2922], [-3.3908, 5.6326, 7.1257], [0.0708, 5.4292, 6.4858], [3.0042, 1.7362, 1.5070], [0.3195, -1.6031, 0.6919], [3.3643, -4.4504, 2.2764], [-0.0240, -6.6429, -11.4099], [-0.5369, 4.1326, 4.5841], [2.2591, -5.4045, -9.2939], [-0.4879, 0.7891, 1.6372], [-4.9300, 4.2240, -9.1500], [4.8316, -4.7517, 0.6752]], "forces_ev_per_a": [[0.1, -1.0, -0.3], [0.8, 1.7, 1.2], [-0.2, 0.2, 0.0], [-0.3, -0.1, 0.3], [-0.6, -1.3, -0.5], [0.0, 0.2, 0.1], [0.4, 0.6, 1.4], [0.6, 0.8, 0.5], [1.2, -0.7, -0.8], [0.5, -2.0, -0.2], [1.1, -1.0, -0.6], [-0.1, 0.3, -0.2], [0.6, 0.3, 0.9], [-0.7, 1.0, 0.3], [-1.0, 0.4, 0.0], [0.5, 1.2, -0.8], [-0.4, -0.6, 0.1], [1.4, 0.5, 0.5], [0.6, -0.4, -0.4], [1.3, 1.0, 0.4], [0.7, 0.3, 2.1], [0.4, 0.0, 0.0], [0.9, 1.2, 0.6], [-0.7, 0.0, 0.3], [-0.9, -2.1, 0.0], [-0.9, 0.6, -0.1], [-1.4, 1.9, -1.5], [0.3, -1.8, 0.1], [1.0, 1.4, -0.2], [0.1, 1.1, -0.3], [-0.5, -0.2, -1.5], [-0.4, -1.0, -2.5], [-0.6, 0.9, -0.1], [-0.7, -1.4, 0.0], [-1.3, -1.9, -3.6], [0.0, -0.5, 0.3], [0.1, -0.3, -0.5], [-0.6, 0.0, -0.9], [0.3, 0.3, 0.1], [0.9, -2.2, 0.0], [2.1, 0.3, -0.7], [-0.8, 0.2, -0.2], [-1.1, 1.1, 0.1], [-1.2, 2.2, -0.6], [1.0, 1.9, 0.8], [0.4, 2.7, 4.9], [2.3, 1.4, 1.3], [2.3, 0.5, -0.2], [-0.9, 1.9, -0.4], [0.6, 0.1, 0.2], [0.6, 1.9, 0.1], [-0.4, 0.0, 0.5], [0.5, -0.3, 0.7], [-1.8, -0.1, -0.4], [0.1, -1.2, 2.4], [0.5, -1.6, -1.5], [-0.1, 1.0, 0.0], [-0.1, -0.1, 0.1], [0.6, -1.7, 0.1], [-0.8, -0.3, 0.7], [1.6, 1.4, -1.0], [0.9, -0.2, 0.3], [-0.3, 0.9, -0.2], [-0.3, 0.6, 0.3], [0.3, -0.6, -0.2], [-0.6, -0.4, 0.2], [-0.2, -0.9, 1.4], [1.9, -0.7, -1.7], [-0.3, -2.2, 1.3], [-0.8, -1.6, 0.5], [-1.3, 0.6, -1.2], [0.5, 0.0, 0.0], [0.2, -1.1, 0.0], [-0.8, -0.8, 0.6], [-0.3, 1.1, 0.1], [1.0, -0.8, 0.9], [-1.2, -0.6, -0.6], [0.5, 0.7, -0.6], [0.8, 1.2, -0.9], [-1.1, 0.0, -1.2], [-0.5, 1.6, 0.7], [0.9, -0.2, -1.0], [0.5, -0.4, 0.2], [0.5, -0.5, 0.4], [1.1, 0.6, 0.0], [-0.8, 2.5, -0.4], [0.1, 0.8, 1.7], [0.0, 0.2, -0.6], [-1.0, -1.5, -1.9], [0.9, -1.5, -0.5], [1.2, -1.8, -0.6], [0.6, -2.8, -0.3], [-1.5, 2.3, -0.2], [-1.0, -0.1, -0.4], [-1.4, 1.1, -2.5], [-1.2, 2.3, 1.2], [-1.0, -0.3, 0.5], [1.2, -1.2, 1.6], [0.5, -0.7, 0.4], [1.0, -0.6, 2.5], [-0.7, -0.5, -1.5], [-0.1, -0.2, -0.4], [-0.2, -0.5, 0.3], [0.2, -0.4, 0.5], [-0.4, 1.1, 0.1], [-0.3, -0.7, 1.1], [-2.0, -0.1, -0.4], [0.6, 0.4, -1.3], [-1.1, 1.2, 0.1], [-0.7, 0.5, 0.7], [-1.1, 0.0, 0.2], [-1.3, -1.0, -0.5], [-0.4, -0.4, 0.0], [0.9, -2.7, -0.9], [0.1, -0.6, 0.2], [-0.2, 0.1, 0.6]], "lowdin_charge": [-0.21, -0.15, 0.11, -0.08, 0.16, 0.12, -0.01, -0.01, 0.10, -0.03, -0.04, 0.69, -0.27, 0.09, 0.16, 0.15, 0.07, -0.05, 0.11, 0.00, 0.20, -0.01, 0.13, 0.09, -0.20, 0.01, 0.01, -0.01, 0.05, -0.16, 0.10, -0.30, -0.09, 0.14, -0.07, 0.10, 0.19, -0.06, 0.13, -0.11, 0.02, 0.13, -0.05, -0.11, -0.13, 0.22, -0.02, -0.06, -0.04, 0.11, -0.02, 0.11, 0.13, -0.19, -0.03, 0.11, 0.12, 0.11, 0.03, -0.06, -0.23, 0.12, 0.15, 0.07, 0.10, -0.21, -0.18, -0.19, 0.08, 0.19, -0.10, 0.14, -0.05, 0.14, 0.12, 0.08, -0.11, 0.04, -0.19, 0.02, 0.08, 0.11, 0.75, 0.11, 0.13, -0.09, -0.35, 0.13, -0.15, 0.01, -0.18, -0.13, -0.03, 0.09, 0.03, 0.03, -0.80, -0.12, 0.15, 0.07, -0.10, 0.12, 0.12, 0.12, 0.11, 0.10, -0.09, -0.24, 0.06, 0.05, -0.10, 0.17, 0.10, 0.03, 0.11, 0.13], "homo_ev": -11.57, "gap_ev": 5.962, "de_lowest_kj_mol": 316.7, "total_energy_ev": -97315.6362, "total_charge": 2, "e_lumo_ev": -5.61}